{"formula": "HfI2", "method": "the ωB97M-V functional and the def2-TZVPD basis", "total_charge": 2, "e_lumo_ev": -12.76, "multiplicity": 1, "e_above_lowest_kcal_mol": 17.5, "species": ["Hf", "I", "I"], "positions_angstrom": [[-0.63003, -0.69911, 0.41185], [-1.32998, 0.73695, -2.11042], [1.96002, -0.03783, 1.69858]]}